(1)
Molecular formula: C4H11NO2
Method: DFT, ωB97M-V/def2-TZVPD

The geometry in XYZ format:
```
18
Properties=species:S:1:pos:R:3:forces:R:3
N -1.070 1.752 0.182 1.05 0.47 -1.00
C -0.019 0.757 -0.087 -0.17 -0.68 1.31
C -0.413 -0.087 -1.298 1.69 -0.29 -0.94
O -0.734 0.611 -2.519 -0.79 0.32 0.80
C 0.085 -0.131 1.190 0.16 -1.62 -1.21
C 1.289 -1.124 1.228 -0.89 1.06 -0.60
O 1.209 -2.119 0.197 0.48 0.52 0.28
H -1.378 2.072 -0.746 -0.50 0.05 1.02
H -1.833 1.337 0.702 -0.10 -0.02 -0.29
H 0.988 1.152 -0.191 -0.08 0.84 -0.43
H 0.430 -0.673 -1.696 -0.10 -0.30 0.93
H -1.191 -0.757 -0.925 -0.59 0.11 -0.69
H -0.575 1.554 -2.403 0.02 -0.08 -0.08
H 0.208 0.420 2.102 -0.44 0.79 0.29
H -0.870 -0.690 1.164 0.27 0.00 0.71
H 2.172 -0.431 1.196 -0.18 -1.08 -0.50
H 1.328 -1.661 2.167 -0.07 0.10 0.36
H 0.374 -1.983 -0.263 0.23 -0.18 0.05
```
Positions in Å, forces in eV/Å.

## Properties
Relative energy (zero: lowest compared OMol25 entry of this formula, charge and spin): 2.054 eV
Largest force on an atom: 0.0395 hartree/bohr
E_LUMO: 0.0303 Ha
Spin multiplicity: 1
Gap between HOMO and LUMO: 10.65 eV
SMILES: N[C@H](CO)CCO
Charge: 0

Atomic partial charges in e from the Löwdin method, atoms 1 to 5:
1. N 0.045
2. C -0.387
3. C -0.227
4. O -0.063
5. C -0.154



(2)
Molecular formula: C35H27N4O2P2S3V
Method: DFT, ωB97M-V/def2-TZVPD

The geometry in XYZ format:
```
74
Properties=species:S:1:pos:R:3:forces:R:3
V -0.457 -0.086 -2.004 3.91 2.60 -0.54
S 0.852 2.852 -0.460 0.02 0.29 0.00
P 0.787 1.134 0.494 0.05 -0.13 -0.08
C 0.789 -0.246 -0.565 0.30 -0.30 1.78
P 1.374 -1.882 -0.314 -0.20 0.35 0.44
S 2.406 -2.566 -1.835 0.13 -0.25 -0.36
C -0.028 -3.006 0.074 0.14 -0.01 -0.12
C -0.271 -4.116 -0.724 -0.02 -0.03 0.09
C -1.385 -4.911 -0.497 -0.02 -0.03 0.04
C -2.265 -4.599 0.529 -0.01 -0.03 -0.04
C -2.015 -3.503 1.343 -0.07 0.02 0.11
C -0.898 -2.714 1.121 0.02 -0.04 -0.11
C 2.403 -2.055 1.193 0.11 0.03 -0.13
C 2.032 -2.761 2.331 0.04 0.09 -0.04
C 2.920 -2.886 3.392 0.02 -0.05 0.08
C 4.186 -2.330 3.316 -0.02 -0.02 0.04
C 4.576 -1.659 2.164 0.01 0.08 -0.04
C 3.689 -1.520 1.112 -0.05 -0.06 0.06
C -0.724 1.187 1.558 0.05 -0.12 -0.21
C -0.827 2.115 2.594 -0.10 0.01 0.00
C -2.024 2.272 3.275 0.10 0.07 0.03
C -3.126 1.493 2.945 -0.05 -0.06 -0.01
C -3.032 0.570 1.916 -0.09 -0.03 -0.02
C -1.841 0.432 1.216 0.17 0.18 0.09
C 2.136 1.197 1.738 0.00 -0.11 -0.04
C 1.991 0.793 3.060 0.04 -0.10 -0.13
C 3.021 0.997 3.967 0.02 -0.05 0.12
C 4.204 1.594 3.560 0.03 0.01 0.01
C 4.367 1.970 2.232 -0.02 0.01 0.00
C 3.336 1.779 1.329 -0.05 -0.06 0.05
H 0.410 -4.332 -1.537 0.01 0.02 -0.01
H -1.574 -5.772 -1.127 0.00 0.03 -0.03
H -3.149 -5.205 0.689 0.01 0.00 0.02
H -2.698 -3.261 2.150 0.02 0.01 0.00
H -0.703 -1.862 1.761 -0.06 0.04 -0.02
H 1.062 -3.234 2.386 0.05 0.01 0.06
H 2.623 -3.437 4.277 -0.01 0.02 0.00
H 4.871 -2.420 4.150 0.01 -0.03 -0.02
H 5.572 -1.242 2.089 0.00 0.04 0.01
H 3.983 -1.022 0.196 0.06 0.04 0.03
H 0.028 2.731 2.843 -0.03 0.04 -0.01
H -2.103 3.018 4.056 0.01 -0.03 0.03
H -4.058 1.617 3.484 0.00 -0.01 0.00
H -3.885 -0.042 1.645 -0.02 0.05 -0.02
H -1.772 -0.249 0.377 -0.06 -0.14 0.06
H 1.069 0.326 3.384 0.02 0.00 0.02
H 2.898 0.687 4.998 0.00 0.00 -0.01
H 4.996 1.771 4.278 0.01 -0.03 -0.01
H 5.292 2.432 1.908 0.00 0.00 -0.01
H 3.421 2.103 0.299 0.06 0.04 0.01
N -2.057 2.146 -4.568 -0.11 -0.04 0.05
C -2.771 2.778 -3.564 -0.03 0.07 0.27
C -3.886 3.597 -3.605 0.13 -0.12 -0.17
C -4.367 4.077 -2.394 -0.05 0.04 0.10
C -3.741 3.750 -1.194 -0.16 0.09 -0.03
C -2.616 2.937 -1.154 0.12 -0.11 -0.09
C -2.131 2.439 -2.356 -0.28 0.14 -0.24
N -1.062 1.595 -2.636 -0.83 1.50 0.14
C -1.038 1.437 -3.977 0.53 -0.10 -1.01
C -0.050 0.689 -4.656 -0.60 0.46 -0.06
C 0.022 0.359 -6.005 0.07 -0.07 -0.47
S 1.423 -0.621 -6.288 0.08 0.11 0.39
C 1.803 -0.524 -4.588 0.05 -0.12 -0.43
N 0.980 0.170 -3.890 -0.59 -0.30 0.53
H -2.287 2.134 -5.542 0.02 -0.03 -0.05
H -4.362 3.847 -4.546 -0.03 0.00 0.03
H -5.242 4.715 -2.386 0.01 0.00 0.00
H -4.145 4.143 -0.269 0.05 -0.01 0.01
H -2.121 2.716 -0.222 0.05 -0.03 0.03
H -0.665 0.586 -6.802 0.01 0.02 0.05
H 2.655 -1.042 -4.174 -0.04 0.02 0.11
O -2.976 -0.731 -2.968 -0.20 -0.39 -0.12
N -2.479 -1.774 -2.590 -0.84 0.17 -0.35
O -1.346 -1.579 -1.994 -1.90 -3.67 0.14
```
Positions in Å, forces in eV/Å.

## Properties
Relative energy (zero: lowest compared OMol25 entry of this formula, charge and spin): 3.041 eV
Largest force on an atom: 0.0918 hartree/bohr
E_LUMO (alpha / beta): 0.0920 / 0.0910 Ha
Spin multiplicity: 4
Gap between HOMO and LUMO (alpha / beta): 4.95 / 7.26 eV
Charge: -1

Atomic partial charges in e from the Löwdin method, atoms 1 to 5:
1. V 0.800
2. S 0.291
3. P 0.387
4. C -0.628
5. P 0.391